Record 1
Density functional theory data (ωB97M-V/def2-TZVPD) for a structure of composition C6H16N2 in a non-equilibrium geometry.

The value obtained for the maximum force is 6.87 eV/Å. As for the orbital gap (spin up / spin down): 0.3052 / 0.1678 Ha. Its HOMO energy (spin up / spin down) is -12.2 / -12.1 eV. The charge is +1. The relative energy (zero: lowest compared OMol25 entry of this formula, charge and spin) is 141.30 kcal per mole. Its spin multiplicity is 2.

Each line ends with the Löwdin spin population.
Atoms and positions in Å:
N -0.6077 0.1008 3.5809  0.265
C -0.7672 -0.2328 2.1769  0.152
C -0.2980 -1.5733 1.8872  0.010
C -1.4340 0.5492 1.2724  0.487
N 0.4169 -0.7779 -1.1800  0.017
C -0.3216 -0.1546 -2.1543  0.007
C 0.3277 0.8500 -3.1291  0.001
C 1.7467 0.8964 -2.6042  0.000
H -0.0323 -0.5542 4.1046  0.009
H -0.3889 1.1222 3.8672  0.005
H 2.5710 1.0308 0.6902  0.001
H -0.9373 -2.2916 2.4645  0.007
H -0.4655 -1.6109 0.7926  0.000
H 0.7770 -1.7482 2.0902  -0.001
H -1.7823 -0.0682 0.4550  0.017
H -1.6615 1.6120 1.2344  0.019
H 2.1496 0.3522 0.8181  0.001
H -1.2167 -0.5585 -2.5545  0.000
H 0.1739 0.3593 -1.0643  0.002
H -0.1555 1.8521 -3.1068  0.000
H 0.4448 0.5420 -4.1773  0.000
H 2.4892 1.5425 -3.1409  0.000
H 2.1474 -0.0689 -2.4094  0.000
H 1.7014 1.2179 -1.5642  0.000

Forces on atoms 1 to 2 (eV/Å):
0.95 2.31 -3.48
1.38 0.84 6.68

=====

Record 2
Density functional theory data (ωB97M-V/def2-TZVPD) for the molecule C6H16N2O.

The value obtained for the maximum force is 0.56 eV/Å. As for the orbital gap: 0.3599 Ha. Its HOMO energy is -9.0 eV. The charge is 0. Its SMILES is C[C@@H](CO)[C@@](C)(N)CN. The relative energy (zero: lowest compared OMol25 entry of this formula, charge and spin) is 19.82 kcal per mole.

Each line ends with the natural charge from an NBO analysis.
Atoms and positions in Å:
C 0.8042 1.8040 -0.5595  -0.611
C 0.8132 0.2746 -0.4854  -0.262
C 2.0855 -0.1755 0.2585  -0.056
O 3.2346 -0.1395 -0.5514  -0.713
C -0.4732 -0.3297 0.1590  0.111
C -0.5667 -1.8189 -0.1989  -0.626
N -0.5212 -0.2168 1.6121  -0.856
C -1.7422 0.3937 -0.3713  -0.220
N -2.9966 -0.1470 0.1080  -0.827
H 1.7754 2.1734 -0.8886  0.196
H 0.0626 2.1616 -1.2674  0.219
H 0.5957 2.2413 0.4159  0.199
H 0.8795 -0.1209 -1.5048  0.211
H 2.2334 0.4493 1.1532  0.153
H 2.0119 -1.2172 0.5771  0.176
H 3.3347 0.7485 -0.9117  0.460
H -1.3411 -2.2922 0.3997  0.219
H -0.8051 -1.9395 -1.2530  0.211
H 0.3684 -2.3344 0.0007  0.209
H -0.4006 0.7475 1.9009  0.356
H 0.2057 -0.7724 2.0464  0.360
H -1.7182 1.4374 -0.0501  0.185
H -1.7484 0.3656 -1.4635  0.190
H -2.9553 -0.2062 1.1209  0.366
H -3.1366 -1.0866 -0.2469  0.348

Forces on atoms 1 to 2 (eV/Å):
-0.05 -0.33 -0.11
0.01 -0.04 0.31

=====

Record 3
Density functional theory data (ωB97M-V/def2-TZVPD) for the molecule C6H16N2Si in a non-equilibrium geometry.

The value obtained for the maximum force is 5.19 eV/Å. As for the orbital gap: 0.3213 Ha. Its HOMO energy is -7.8 eV. The charge is 0. Its SMILES is CN1CCN(C)[Si]1(C)C. The relative energy (zero: lowest compared OMol25 entry of this formula, charge and spin) is 13.49 kcal per mole.

Each line ends with the natural charge from an NBO analysis.
Atoms and positions in Å:
C -2.6174 -1.2679 -0.1108  -0.404
N -1.5476 -0.3708 -0.4561  -0.739
C -1.7368 0.9963 -0.0828  -0.236
C -0.5186 1.9186 -0.0837  -0.201
N 0.6887 1.1638 0.3521  -0.867
C 1.9282 1.8432 0.1186  -0.407
Si 0.4929 -0.5810 0.0150  1.909
C 1.3890 -1.4242 -1.4315  -1.140
C 0.9200 -1.5640 1.5172  -1.170
H -3.3927 -0.9783 -0.7921  0.194
H -2.2505 -2.2942 -0.2195  0.192
H -2.8778 -1.2887 0.9321  0.163
H -2.1898 1.1042 0.9974  0.138
H -2.4722 1.5384 -0.6820  0.183
H -0.2775 2.3226 -1.1577  0.156
H -0.5777 2.7866 0.5897  0.200
H 1.8178 2.9081 0.2801  0.204
H 2.7158 1.5166 0.9491  0.192
H 2.4026 1.5985 -0.9351  0.168
H 2.2971 -0.8031 -1.4322  0.234
H 1.5666 -2.4700 -1.2786  0.241
H 1.1401 -1.3113 -2.4288  0.250
H 1.7270 -1.0778 2.1518  0.256
H -0.0135 -1.8722 2.0503  0.256
H 1.3864 -2.3936 1.1375  0.228

Forces on atoms 1 to 2 (eV/Å):
1.69 -0.38 -0.17
5.13 0.47 0.70

=====

Record 4
Density functional theory data (ωB97M-V/def2-TZVPD) for a structure of composition C6H16N3 in a non-equilibrium geometry.

The value obtained for the maximum force is 5.32 eV/Å. As for the orbital gap: 0.3730 Ha. Its HOMO energy is -13.1 eV. The charge is +1. The relative energy (zero: lowest compared OMol25 entry of this formula, charge and spin) is 50.04 kcal per mole.

Each line ends with the natural charge from an NBO analysis.
Atoms and positions in Å:
C 1.4641 0.9787 -0.6186  -0.234
C 0.8447 -0.3294 -0.0477  0.060
C -1.9424 0.0447 -0.2077  0.583
C 0.6085 -0.2719 1.4182  -0.660
C 1.9296 -1.3887 -0.3877  -0.596
C -2.9449 -1.1013 -0.0791  -0.717
N -0.3358 -0.7035 -0.8332  -0.646
N -1.9796 1.2786 -0.1138  -0.764
N 0.4858 2.0752 -0.4056  -0.718
H 2.4023 1.3972 -0.3030  0.229
H 1.6861 0.9143 -1.7493  0.239
H -0.4932 -0.3088 1.8081  0.230
H 1.2003 0.4587 1.9469  0.224
H 1.0058 -1.2928 1.7790  0.244
H 2.9012 -0.9693 0.0305  0.218
H 2.2574 -1.5017 -1.3481  0.233
H 1.6045 -2.3302 0.1336  0.222
H -3.9026 -0.5397 -0.0551  0.254
H -2.6127 -1.6117 0.8662  0.258
H -2.6822 -1.7261 -0.9594  0.267
H -0.5529 -1.6211 -0.5866  0.348
H -0.5464 1.9096 -0.3952  0.457
H -2.7964 1.7258 0.4015  0.410
H 0.8125 2.5154 0.4171  0.420
H 0.4929 2.8721 -1.2166  0.438

Forces on atoms 1 to 2 (eV/Å):
-1.01 -0.28 -3.10
1.24 0.36 -2.36